(1)
The following is a quantum chemistry calculation of 7 unconnected molecules or ions with the total composition C36H91BN2O8P in a non-equilibrium geometry, from the Open Molecules 2025 dataset.

Each line ends with the Löwdin charge.
CARTESIAN COORDINATES (ANGSTROEM)
C 3.123 -1.010 0.109  -0.09
O 2.564 -0.368 1.241  -0.21
C 1.457 0.455 0.917  -0.22
C 1.886 1.921 0.661  -0.15
C 1.247 2.421 -0.655  -0.18
C -0.050 3.250 -0.531  -0.17
C -0.994 2.838 0.610  -0.15
C -2.454 2.596 0.135  -0.19
C -2.822 1.131 0.111  -0.20
C -4.329 0.850 0.045  -0.20
C -4.612 -0.586 0.465  -0.24
C -6.063 -0.993 0.315  -0.27
C -6.425 -2.219 1.175  -0.18
B -5.482 -3.561 0.975  -0.96
N -6.373 -4.821 1.277  0.01
N -4.219 -3.591 1.934  0.01
P -4.848 -3.784 -0.874  0.72
O -5.575 -4.765 -1.759  -0.55
H 2.376 -1.534 -0.480  0.07
H 3.604 -0.274 -0.540  0.09
H 3.852 -1.720 0.477  0.08
H 0.756 0.433 1.748  0.11
H 0.925 0.046 0.064  0.11
H 1.582 2.510 1.515  0.10
H 2.966 1.922 0.575  0.11
H 1.077 1.602 -1.341  0.09
H 1.980 3.058 -1.150  0.10
H -0.603 3.098 -1.452  0.07
H 0.164 4.311 -0.504  0.10
H -1.009 3.641 1.337  0.10
H -0.678 1.938 1.118  0.08
H -2.570 3.019 -0.858  0.09
H -3.134 3.142 0.780  0.11
H -2.454 0.626 1.001  0.11
H -2.363 0.623 -0.735  0.11
H -4.856 1.537 0.699  0.12
H -4.652 1.005 -0.983  0.05
H -3.957 -1.210 -0.133  0.08
H -4.336 -0.691 1.511  0.11
H -6.705 -0.160 0.599  0.10
H -6.304 -1.218 -0.724  0.08
H -6.353 -1.887 2.215  0.08
H -7.466 -2.478 1.007  0.07
H -6.252 -4.962 2.278  0.02
H -5.898 -5.628 0.877  0.01
H -3.415 -3.219 1.426  -0.01
H -4.358 -2.911 2.677  0.02
H -3.473 -4.181 -0.766  -0.03
H -4.744 -2.540 -1.564  -0.03
C 2.697 -0.167 4.758  -0.07
C 3.905 0.530 4.162  -0.26
O 4.122 1.844 4.664  -0.16
C 4.345 1.947 6.055  -0.29
C 5.563 1.182 6.547  -0.07
H 1.795 0.424 4.589  0.08
H 2.563 -1.143 4.292  0.08
H 2.796 -0.322 5.834  0.06
H 3.756 0.642 3.090  0.10
H 4.808 -0.077 4.289  0.09
H 3.450 1.644 6.611  0.11
H 4.486 3.011 6.247  0.12
H 5.463 0.108 6.390  0.04
H 5.705 1.349 7.616  0.08
H 6.459 1.513 6.019  0.08
C -0.467 -3.802 -3.127  -0.07
C -0.578 -2.352 -2.694  -0.27
O 0.679 -1.725 -2.452  -0.18
C 1.514 -1.608 -3.589  -0.28
C 0.869 -0.742 -4.654  -0.07
H 0.072 -4.384 -2.379  0.08
H -1.463 -4.230 -3.248  0.08
H 0.059 -3.908 -4.078  0.06
H -1.123 -2.298 -1.751  0.12
H -1.158 -1.773 -3.418  0.09
H 1.790 -2.593 -3.983  0.11
H 2.439 -1.141 -3.245  0.11
H -0.061 -1.176 -5.020  0.06
H 1.530 -0.610 -5.511  0.08
H 0.636 0.236 -4.233  0.06
C -4.875 1.263 -3.117  -0.05
C -4.020 2.343 -2.477  -0.26
O -2.771 1.877 -2.002  -0.35
C -1.897 1.321 -2.965  -0.25
C -1.476 2.292 -4.059  -0.05
H -5.043 0.443 -2.417  0.07
H -5.842 1.675 -3.409  0.09
H -4.409 0.846 -4.011  0.07
H -4.532 2.735 -1.597  0.12
H -3.880 3.188 -3.162  0.12
H -2.329 0.409 -3.394  0.12
H -1.014 1.008 -2.404  0.11
H -2.321 2.627 -4.663  0.07
H -0.760 1.817 -4.729  0.06
H -1.010 3.177 -3.622  0.08
C -2.337 -3.610 -8.644  -0.08
C -2.387 -2.205 -8.070  -0.28
O -1.115 -1.602 -7.907  -0.17
C -0.343 -1.436 -9.079  -0.29
C -1.001 -0.567 -10.138  -0.08
H -1.719 -4.255 -8.019  0.08
H -3.342 -4.030 -8.689  0.08
H -1.924 -3.627 -9.654  0.06
H -2.819 -2.239 -7.070  0.12
H -3.041 -1.563 -8.671  0.11
H -0.066 -2.411 -9.497  0.11
H 0.583 -0.964 -8.749  0.12
H -1.926 -1.006 -10.512  0.06
H -0.328 -0.438 -10.987  0.07
H -1.240 0.416 -9.729  0.08
C 5.508 -2.955 4.880  -0.07
C 5.282 -2.961 6.382  -0.28
O 4.697 -4.151 6.877  -0.15
C 5.425 -5.343 6.657  -0.28
C 6.809 -5.352 7.286  -0.08
H 4.570 -3.128 4.352  0.08
H 5.911 -1.992 4.567  0.06
H 6.213 -3.727 4.567  0.07
H 4.582 -2.167 6.646  0.10
H 6.216 -2.744 6.914  0.11
H 5.487 -5.563 5.585  0.11
H 4.821 -6.134 7.101  0.12
H 7.458 -4.586 6.860  0.06
H 7.288 -6.319 7.123  0.07
H 6.741 -5.173 8.359  0.08
C 3.387 5.763 2.504  -0.07
C 2.091 6.089 1.781  -0.28
O 0.935 5.634 2.457  -0.17
C 0.713 6.157 3.751  -0.28
C 0.561 7.669 3.792  -0.08
H 3.471 4.688 2.671  0.08
H 4.240 6.092 1.910  0.08
H 3.449 6.255 3.476  0.06
H 2.081 5.580 0.816  0.11
H 2.020 7.163 1.573  0.11
H 1.502 5.829 4.438  0.11
H -0.211 5.692 4.093  0.12
H 1.469 8.181 3.470  0.06
H 0.338 7.995 4.808  0.07
H -0.251 7.987 3.136  0.08

Calculated values
**Charge**: -1
**HOMO-LUMO gap**: 6.49 eV
**E_HOMO**: -4.38 eV

(2)
The following is a quantum chemistry calculation of a molecular structure, C36H94AgF3N8O10 in a non-equilibrium geometry, from the Open Molecules 2025 dataset.

Each line ends with the Löwdin charge.
CARTESIAN COORDINATES (ANGSTROEM)
Ag 16.709 -18.058 -12.005  0.75
C 16.286 -21.101 -12.950  -0.40
O 15.694 -20.640 -11.763  -0.17
O 17.222 -20.094 -13.306  -0.30
C 16.825 -22.627 -12.720  -0.63
F 17.566 -23.053 -13.677  0.17
F 17.448 -22.908 -11.589  0.15
F 15.829 -23.494 -12.817  0.13
C 14.504 -21.253 -11.277  -0.23
C 13.314 -20.597 -12.035  -0.04
H 12.406 -21.030 -11.617  0.07
H 13.259 -19.509 -12.031  0.06
H 13.220 -20.968 -13.055  0.06
H 14.657 -20.995 -10.229  0.11
H 14.562 -22.338 -11.195  0.11
H 15.593 -21.137 -13.790  0.12
C 14.117 -16.128 -13.530  -0.02
C 14.970 -15.312 -12.521  -0.42
C 14.710 -15.493 -11.050  -0.13
O 14.891 -16.929 -10.631  -0.25
C 13.833 -17.296 -9.839  -0.18
N 16.395 -15.595 -12.646  0.01
H 13.574 -15.481 -14.218  0.07
H 13.526 -16.792 -12.899  0.07
H 14.868 -16.650 -14.123  0.07
H 14.949 -14.271 -12.844  0.12
H 13.799 -15.063 -10.632  0.12
H 15.454 -14.941 -10.475  0.12
H 12.875 -16.942 -10.220  0.09
H 13.903 -16.786 -8.878  0.09
H 13.756 -18.381 -9.764  0.09
H 16.805 -15.056 -11.896  0.06
H 16.688 -15.035 -13.435  0.02
C 21.753 -21.633 -15.616  -0.09
C 20.504 -20.876 -15.312  -0.37
C 19.324 -21.114 -16.298  -0.20
O 19.418 -20.391 -17.499  -0.20
C 19.365 -18.943 -17.321  -0.08
N 20.087 -21.499 -13.950  0.06
H 22.135 -21.368 -16.601  0.08
H 21.668 -22.719 -15.661  0.08
H 22.543 -21.384 -14.908  0.08
H 20.740 -19.817 -15.208  0.10
H 18.369 -20.777 -15.896  0.11
H 19.343 -22.169 -16.572  0.13
H 19.606 -18.685 -18.352  0.09
H 20.166 -18.600 -16.666  0.06
H 18.473 -18.409 -16.996  0.08
H 19.675 -22.392 -14.180  0.04
H 19.309 -20.925 -13.656  0.01
C 21.867 -12.152 -9.923  -0.08
C 21.204 -12.987 -10.995  -0.44
C 19.728 -12.892 -10.964  -0.19
O 19.182 -13.303 -9.691  -0.18
C 19.159 -14.704 -9.461  -0.09
N 21.756 -12.310 -12.166  0.03
H 22.954 -12.196 -9.853  0.08
H 21.516 -12.305 -8.902  0.07
H 21.563 -11.109 -10.012  0.09
H 21.566 -14.015 -10.988  0.13
H 19.297 -13.450 -11.795  0.10
H 19.428 -11.868 -11.184  0.13
H 20.169 -15.112 -9.452  0.08
H 18.704 -15.198 -10.320  0.07
H 18.492 -14.799 -8.605  0.10
H 21.281 -11.479 -12.489  0.06
H 22.668 -12.008 -11.854  0.06
C 15.672 -20.089 -18.430  -0.06
C 14.898 -20.269 -17.101  -0.40
C 13.474 -19.701 -17.207  -0.24
O 13.444 -18.321 -17.235  -0.17
C 12.118 -17.792 -17.270  -0.10
N 14.920 -21.721 -16.935  0.03
H 16.655 -20.559 -18.471  0.06
H 15.834 -19.050 -18.717  0.07
H 15.173 -20.584 -19.263  0.08
H 15.429 -19.879 -16.232  0.13
H 12.915 -20.020 -16.327  0.12
H 12.972 -20.113 -18.082  0.13
H 12.152 -16.713 -17.118  0.08
H 11.527 -18.183 -16.442  0.08
H 11.514 -17.985 -18.157  0.08
H 15.896 -21.972 -16.860  0.06
H 14.509 -21.994 -16.054  0.06
C 20.749 -15.872 -13.332  -0.04
C 20.582 -17.394 -13.499  -0.41
C 21.256 -18.082 -12.254  -0.12
O 22.630 -17.607 -11.990  -0.18
C 23.340 -18.383 -11.093  -0.14
N 19.188 -17.645 -13.566  0.04
H 21.787 -15.705 -13.045  0.07
H 20.181 -15.512 -12.474  0.06
H 20.611 -15.248 -14.215  0.06
H 21.018 -17.806 -14.410  0.11
H 21.217 -19.169 -12.325  0.11
H 20.608 -17.867 -11.405  0.10
H 23.625 -19.366 -11.467  0.09
H 22.766 -18.610 -10.194  0.06
H 24.271 -17.896 -10.802  0.09
H 18.922 -18.616 -13.482  0.03
H 18.833 -17.436 -14.488  0.06
C 16.527 -18.464 -7.970  -0.04
C 17.727 -17.848 -8.669  -0.45
C 18.972 -17.836 -7.820  -0.18
O 20.163 -17.632 -8.606  -0.24
C 21.391 -17.476 -7.874  -0.09
N 17.983 -18.460 -9.929  0.06
H 16.206 -17.982 -7.046  0.09
H 16.488 -19.544 -7.829  0.07
H 15.653 -18.279 -8.594  0.03
H 17.471 -16.789 -8.710  0.11
H 19.199 -18.768 -7.303  0.11
H 18.955 -17.060 -7.055  0.13
H 21.889 -16.620 -8.331  0.09
H 22.033 -18.356 -7.915  0.07
H 21.478 -17.471 -6.788  0.09
H 18.907 -18.064 -10.028  0.04
H 18.197 -19.429 -9.741  0.04
C 20.704 -21.574 -10.237  0.00
C 19.700 -22.144 -9.085  -0.38
C 20.174 -21.821 -7.650  -0.19
O 21.486 -22.277 -7.330  -0.19
C 21.491 -23.664 -7.404  -0.14
N 18.467 -21.438 -9.200  0.02
H 20.491 -21.836 -11.274  0.05
H 21.747 -21.854 -10.086  0.07
H 20.609 -20.488 -10.227  0.05
H 19.425 -23.180 -9.286  0.12
H 19.597 -22.209 -6.811  0.13
H 20.303 -20.739 -7.648  0.11
H 20.684 -24.099 -6.814  0.09
H 22.446 -23.983 -6.985  0.09
H 21.313 -24.035 -8.414  0.08
H 17.825 -21.748 -8.485  0.09
H 17.944 -21.666 -10.033  0.06
C 18.082 -14.854 -16.191  -0.01
C 18.226 -13.739 -15.023  -0.39
C 18.939 -12.504 -15.419  -0.21
O 18.934 -11.474 -14.411  -0.18
C 19.621 -10.387 -14.929  -0.15
N 16.852 -13.444 -14.531  0.03
H 18.073 -14.515 -17.226  0.08
H 17.428 -15.632 -15.795  0.07
H 19.059 -15.337 -16.150  0.05
H 18.803 -14.099 -14.171  0.10
H 18.376 -12.108 -16.264  0.13
H 19.961 -12.816 -15.635  0.14
H 19.495 -10.092 -15.970  0.09
H 20.689 -10.601 -14.900  0.08
H 19.376 -9.533 -14.297  0.09
H 16.994 -12.648 -13.926  0.07
H 16.273 -13.009 -15.235  0.09

Calculated values
**HOMO-LUMO gap**: 8.28 eV
**E_HOMO**: -7.82 eV

(3)
The following is a quantum chemistry calculation of 9 unconnected molecules or ions with the total composition C36H95N5O11 in a non-equilibrium geometry, from the Open Molecules 2025 dataset.

Each line ends with the Löwdin charge.
CARTESIAN COORDINATES (ANGSTROEM)
C -0.094 -1.891 1.111  -0.06
C -0.746 -1.427 -0.247  -0.47
C -0.526 0.013 -0.526  -0.07
O -0.132 -2.242 -1.296  -0.06
H -0.498 -1.426 2.011  0.07
H 0.949 -1.578 1.060  0.07
H 0.078 -2.960 1.236  0.07
H -1.811 -1.601 -0.088  0.13
H -0.639 0.570 0.404  0.08
H -1.349 0.413 -1.118  0.08
H 0.440 0.244 -0.976  0.09
H -0.518 -3.113 -1.179  0.08
C -0.198 2.531 -8.552  -0.05
C 1.319 2.112 -8.264  -0.46
C 2.078 3.328 -7.636  -0.06
O 1.320 0.968 -7.446  -0.07
H -0.762 1.734 -9.037  0.07
H 0.015 3.369 -9.215  0.06
H -0.690 2.803 -7.618  0.07
H 1.812 1.700 -9.145  0.13
H 3.160 3.215 -7.707  0.07
H 1.718 3.515 -6.624  0.08
H 2.017 4.217 -8.264  0.07
H 0.905 1.035 -6.583  0.09
C -0.685 10.044 -5.431  -0.06
C -1.748 8.993 -5.334  -0.54
C -1.906 8.168 -4.057  -0.06
O -3.017 9.509 -5.650  -0.04
H -0.589 10.422 -6.449  0.09
H 0.220 9.619 -4.997  0.08
H -0.932 10.853 -4.743  0.08
H -1.391 8.191 -5.981  0.13
H -0.938 7.879 -3.646  0.08
H -2.563 7.316 -4.228  0.08
H -2.319 8.862 -3.325  0.07
H -3.377 10.070 -4.960  0.09
C -1.298 -7.670 -8.301  -0.09
C -1.274 -6.854 -9.523  -0.50
C -2.069 -5.585 -9.356  -0.07
O 0.118 -6.557 -9.603  -0.07
H -1.302 -7.128 -7.356  0.09
H -0.455 -8.360 -8.275  0.09
H -2.226 -8.223 -8.159  0.08
H -1.542 -7.256 -10.500  0.15
H -2.039 -4.963 -10.250  0.08
H -1.799 -4.988 -8.485  0.09
H -3.099 -5.939 -9.330  0.08
H 0.398 -6.177 -8.767  0.08
C -5.463 4.024 3.723  -0.12
O -4.739 4.177 4.953  -0.19
C -5.262 5.217 5.806  -0.21
C -4.464 5.296 7.109  -0.21
N -3.915 6.636 7.386  -0.06
C -3.073 6.689 8.621  -0.19
C -2.897 8.101 9.211  -0.24
O -4.095 8.826 9.427  -0.17
C -3.831 10.106 9.803  -0.15
H -5.162 4.691 2.916  0.08
H -6.551 4.084 3.750  0.08
H -5.135 3.051 3.358  0.08
H -6.281 4.946 6.082  0.11
H -5.295 6.207 5.352  0.12
H -3.713 4.506 7.130  0.12
H -5.141 5.015 7.916  0.11
H -4.655 7.304 7.547  0.09
H -2.064 6.359 8.372  0.12
H -3.544 6.103 9.410  0.11
H -2.163 8.593 8.574  0.12
H -2.296 7.980 10.112  0.12
H -4.765 10.667 9.858  0.10
H -3.208 10.645 9.088  0.08
H -3.170 10.054 10.667  0.09
C -5.793 -12.840 5.403  -0.13
O -5.668 -12.969 4.026  -0.21
C -4.667 -13.896 3.606  -0.19
C -4.595 -13.973 2.028  -0.19
N -3.929 -12.832 1.368  -0.07
C -4.548 -12.453 0.086  -0.17
C -5.682 -11.410 0.399  -0.20
O -5.227 -10.109 0.829  -0.20
C -6.167 -9.518 1.680  -0.13
H -5.271 -11.896 5.561  0.09
H -5.389 -13.608 6.063  0.09
H -6.850 -12.758 5.655  0.09
H -4.995 -14.864 3.985  0.11
H -3.754 -13.851 4.199  0.12
H -5.510 -14.187 1.476  0.10
H -4.119 -14.926 1.800  0.10
H -3.935 -12.057 2.015  0.09
H -4.930 -13.363 -0.376  0.11
H -3.829 -11.988 -0.588  0.11
H -6.268 -11.893 1.180  0.10
H -6.464 -11.207 -0.333  0.11
H -7.152 -9.609 1.223  0.08
H -5.933 -8.455 1.731  0.09
H -6.114 -9.963 2.674  0.09
C 2.310 13.092 2.143  -0.07
C 1.485 11.862 1.699  -0.38
C 2.031 10.536 2.384  -0.19
O 1.266 9.422 1.907  -0.20
C 0.676 8.544 2.851  -0.12
N 0.159 12.111 2.335  0.02
H 1.946 13.805 1.403  0.08
H 3.380 12.895 2.078  0.07
H 1.993 13.287 3.167  0.07
H 1.469 11.738 0.616  0.14
H 2.059 10.590 3.472  0.12
H 3.055 10.305 2.092  0.11
H 0.477 8.998 3.822  0.07
H 1.459 7.927 3.291  0.08
H -0.260 8.092 2.523  0.09
H -0.494 11.375 2.104  0.06
H 0.146 11.800 3.296  0.06
C 6.582 -7.311 -3.394  -0.06
C 5.379 -7.865 -4.190  -0.46
C 4.152 -8.048 -3.376  -0.17
O 4.553 -8.723 -2.129  -0.22
C 3.488 -8.968 -1.207  -0.10
N 5.164 -6.910 -5.270  0.02
H 6.925 -8.174 -2.824  0.07
H 6.081 -6.578 -2.762  0.08
H 7.368 -6.927 -4.045  0.08
H 5.661 -8.807 -4.660  0.14
H 3.440 -8.687 -3.898  0.13
H 3.758 -7.068 -3.105  0.12
H 2.982 -9.893 -1.485  0.08
H 2.762 -8.168 -1.351  0.07
H 3.725 -8.937 -0.143  0.08
H 5.359 -6.000 -4.879  0.06
H 5.822 -7.008 -6.030  0.07
C 7.115 1.691 2.225  -0.08
C 7.920 2.838 2.792  -0.43
C 9.414 2.666 2.544  -0.16
O 9.761 1.336 3.016  -0.20
C 11.041 1.022 3.279  -0.17
N 7.512 4.124 2.175  0.04
H 7.161 0.844 2.909  0.08
H 7.311 1.329 1.215  0.09
H 6.042 1.884 2.208  0.07
H 7.741 2.860 3.867  0.14
H 10.052 3.480 2.890  0.13
H 9.609 2.467 1.490  0.13
H 11.573 1.909 3.622  0.09
H 11.538 0.574 2.418  0.08
H 11.134 0.278 4.070  0.09
H 7.857 3.949 1.242  0.06
H 6.506 4.039 2.143  0.06

Calculated values
**SMILES string**: COC[C@H](C)N.COC[C@H](C)N.COC[C@H](C)N.COCCNCCOC.COCCNCCOC.CC(C)O.CC(C)O.CC(C)O.CC(C)O
**HOMO-LUMO gap**: 9.13 eV
**E_HOMO**: -8.61 eV